# C34H67Br3F3IN17O12S

A cluster of 8 separate species, C34H67Br3F3IN17O12S in total (ωB97M-V/def2-TZVPD, OMol25).

Positions of all 138 atoms, in Å:
C  2.0899  -0.8370  6.6150
C  1.2312  -0.9319  5.3989
C  1.6659  -1.7016  3.9895
C  2.3532  -0.6531  2.8815
Br  2.8658  1.1246  3.7621
O  3.6755  -1.2253  2.5972
C  3.6571  -2.2204  1.5232
I  5.5737  -3.2322  1.5931
C  3.1163  -1.6019  0.1096
C  3.8502  -0.2352  -0.4206
C  5.3123  0.1150  0.2152
C  5.8226  1.5115  -0.5525
C  7.4691  1.6270  -0.5098
S  8.3512  0.3582  -1.5726
O  9.7455  0.9880  -1.9582
O  8.7143  -0.9549  -0.7827
O  7.5732  -0.0009  -3.0494
C  3.2734  -2.7636  -1.0338
C  4.7017  -2.8492  -1.8242
C  4.4747  -2.6222  -3.4657
O  3.7356  -3.5252  -4.1646
N  4.9964  -1.4374  -4.2470
C  3.9302  -0.3674  -4.3893
C  2.3279  -0.6140  -4.6315
C  1.2289  0.6435  -4.7248
C  1.7462  2.2197  -4.5438
C  3.3591  2.5051  -4.3221
C  4.4131  1.2236  -4.2413
N  1.6146  -1.3609  0.4092
N  0.8474  -1.0586  -0.6918
C  -0.0747  -2.1546  -1.1456
C  -1.4012  -2.4551  -0.2640
C  -2.2005  -3.7760  -0.9045
C  1.4069  -0.3667  1.5732
C  -0.2187  -0.2262  1.9526
C  -0.5779  1.0463  2.9169
C  -0.5616  2.5178  2.1206
F  -0.1900  2.4105  0.6922
Br  0.5294  3.9128  3.1310
C  -2.1147  3.1418  2.1246
F  -2.6642  3.2819  3.4926
F  -2.0440  4.4636  1.3960
Br  -3.2663  1.9654  0.9195
H  2.6315  -1.7245  7.1522
H  2.2844  0.2653  7.0284
H  0.1434  -0.4534  5.4909
H  0.8140  -2.3596  3.5317
H  2.5101  -2.4753  4.3306
H  2.8754  -3.0536  1.8765
H  3.2047  0.7572  -0.2465
H  4.0058  -0.2052  -1.6071
H  6.1590  -0.6649  0.0269
H  5.3066  0.3930  1.3632
H  5.4189  2.4033  0.1192
H  5.4049  1.5807  -1.6481
H  7.7732  2.6964  -0.9413
H  7.8925  1.4977  0.5989
H  8.0386  -0.8309  -3.4199
H  3.0669  -3.8218  -0.5383
H  2.4876  -2.6860  -1.9294
H  5.5698  -2.2049  -1.3861
H  5.0632  -3.9840  -1.7371
H  5.3700  -1.7453  -5.1870
H  1.9240  -1.7078  -4.7370
H  0.0759  0.4103  -4.8787
H  0.9971  3.1349  -4.5682
H  3.7119  3.6396  -4.2060
H  5.5500  1.5193  -4.0596
H  1.1898  -2.2634  0.7865
H  1.3859  -0.7752  -1.5336
H  0.4685  -3.2053  -1.3114
H  -0.4472  -1.8472  -2.2382
H  -2.1664  -1.5573  -0.1817
H  -1.0995  -2.7646  0.8251
H  -3.2840  -3.4569  -1.2810
H  -2.2738  -4.6737  -0.1570
H  -1.5873  -4.1286  -1.8427
H  1.6697  0.7535  1.2511
H  -0.8822  -0.0352  0.9770
H  -0.6594  -1.1919  2.4428
H  -0.0334  1.0766  3.9492
H  -1.7336  0.9026  3.1926
C  -1.4353  -7.6318  -0.1749
O  -1.3458  -6.6220  -0.8551
N  -0.3612  -8.2753  0.3169
N  -2.6163  -8.1915  0.1440
H  -0.4149  -9.1080  0.8789
H  0.5474  -7.8867  0.1001
H  -3.4502  -7.7385  -0.2062
H  -2.7103  -9.0228  0.7030
C  -3.0545  0.5384  -4.0364
O  -2.2725  0.1962  -4.9092
N  -2.7822  1.5226  -3.1607
N  -4.2588  -0.0381  -3.8721
H  -3.4133  1.8184  -2.4352
H  -1.8857  1.9830  -3.2496
H  -4.5035  -0.7836  -4.5106
H  -4.9164  0.2298  -3.1594
C  -7.2324  2.6912  -6.2523
O  -7.8720  2.8744  -7.2760
N  -7.4373  3.4028  -5.1292
N  -6.2654  1.7609  -6.1556
H  -6.9209  3.2664  -4.2768
H  -8.1567  4.1135  -5.1594
H  -6.0791  1.2031  -6.9787
H  -5.7280  1.5952  -5.3214
C  -9.2101  4.4462  -2.1890
O  -8.0606  4.1278  -2.4496
N  -9.5723  5.7154  -1.9291
N  -10.2176  3.5562  -2.1384
H  -10.5135  5.9969  -1.7125
H  -8.8438  6.4169  -1.9569
H  -9.9880  2.5894  -2.3279
H  -11.1704  3.7991  -1.9256
C  0.9998  5.3554  7.0032
O  0.8935  4.1617  7.2359
N  1.0961  6.2803  7.9754
N  1.0303  5.8530  5.7538
H  1.1842  7.2676  7.8035
H  1.0772  5.9478  8.9307
H  0.9605  5.1905  4.9924
H  1.1173  6.8327  5.5421
C  -11.1434  0.4034  -0.2444
O  -11.7018  1.0760  -1.0967
N  -10.3492  0.9390  0.7000
N  -11.2726  -0.9337  -0.1733
H  -9.8810  0.4016  1.4100
H  -10.2251  1.9429  0.6822
H  -11.8619  -1.3770  -0.8658
H  -10.8209  -1.5047  0.5211
C  6.5996  -0.9191  5.9476
O  6.8718  -0.2914  6.9587
N  7.5181  -1.6162  5.2547
N  5.3566  -0.9701  5.4357
H  7.3131  -2.1391  4.4201
H  8.4667  -1.6042  5.6061
H  4.6349  -0.4589  5.9269
H  5.1129  -1.4815  4.6043

Charge: +1

Mulliken atomic charge list, values in e, 99 entries: C -0.804; C -0.313; C 0.070; C -0.054; Br -0.162; O 0.356; C -1.647; I 0.074; C 1.137; C 0.229; C 0.070; C -0.334; C -0.712; S 1.049; O -0.610; O -0.577; O -0.368; C -0.683; C 0.195; C -0.170; O -0.565; N 0.010; C -0.067; C -0.420; C -0.376; C -0.420; C -0.459; C -0.176; N 0.608; N -0.471; C -0.869; C 0.370; C -0.901; C -0.536; C -0.003; C -1.197; C 0.183; F -0.243; Br 0.008; C 0.539; F -0.194; F -0.239; Br -0.117; H 0.316; H 0.303; H 0.214; H 0.269; H 0.276; H 0.621; H 0.242; H -0.836; H 0.082; H -0.011; H 0.409; H 0.034; H 0.389; H 0.347; H 0.338; H 0.355; H 0.025; H -0.038; H 0.432; H 0.366; H 0.409; H 0.441; H 0.312; H 0.292; H 0.392; H 0.859; H 0.087; H 0.295; H 0.334; H 0.115; H -0.033; H 0.281; H 0.178; H 0.316; H 0.292; H 0.047; H 0.435; H 0.410; H 0.378; C 0.673; O -0.642; N -0.398; N -0.390; H 0.163; H 0.211; H 0.224; H 0.168; C 0.775; O -0.721; N -0.285; N -0.432; H 0.102; H 0.163; H 0.242; H 0.146; C 0.507

=====

# C34H67BrO14S

A cluster of 10 separate species, C34H67BrO14S in total (ωB97M-V/def2-TZVPD, OMol25).

Positions of all 117 atoms, in Å:
C  -2.1134  -1.5444  -0.2399
C  -3.2230  -0.6685  -0.7628
O  -3.3055  0.5162  -0.4413
O  -4.1706  -1.1838  -1.5808
C  -3.9921  -2.5008  -2.0921
C  -4.3625  -3.6096  -1.1103
O  -5.5461  -4.3047  -1.5187
S  -6.8421  -4.0527  -0.5548
O  -6.4189  -4.3559  0.7828
O  -6.8215  -2.4223  -0.6595
C  -7.9953  -1.9380  -1.3669
C  -9.2218  -1.7992  -0.4707
C  -10.2488  -0.9163  -1.1885
Br  -8.6832  -0.9909  1.2166
H  -2.5342  -2.2066  0.5122
H  -1.4026  -0.9137  0.2640
H  -1.6445  -2.1789  -0.9780
H  -4.6823  -2.5804  -2.9223
H  -3.0009  -2.6404  -2.5020
H  -3.5311  -4.2960  -1.0509
H  -4.4620  -3.1513  -0.1346
H  -7.7395  -0.9839  -1.7992
H  -8.2132  -2.6774  -2.1312
H  -9.6424  -2.7710  -0.2690
H  -11.2263  -1.3630  -1.0802
H  -10.2694  0.0619  -0.7326
H  -10.0046  -0.8211  -2.2373
C  -3.6965  2.3831  -2.8385
C  -3.9304  2.7600  -4.2753
O  -3.5660  2.0591  -5.1930
C  -4.6433  4.0691  -4.5290
H  -3.1810  1.4316  -2.7947
H  -3.0808  3.1414  -2.3527
H  -4.6471  2.2929  -2.3124
H  -4.0717  4.8933  -4.0993
H  -5.6331  4.0497  -4.0711
H  -4.7482  4.2265  -5.6001
C  -1.6103  -6.4717  2.1395
C  -2.2830  -6.6532  0.8018
O  -2.0115  -5.9501  -0.1434
C  -3.3133  -7.7492  0.6980
H  -0.8959  -5.6544  2.0798
H  -2.3552  -6.2413  2.9025
H  -1.0852  -7.3854  2.4210
H  -4.1236  -7.5663  1.4051
H  -2.8563  -8.7142  0.9220
H  -3.7196  -7.7716  -0.3100
C  -0.1517  4.2577  -3.3683
C  -0.4057  4.6346  -1.9273
O  -1.2769  4.1004  -1.2812
C  0.4770  5.7009  -1.3315
H  -0.8493  3.4806  -3.6745
H  -0.2831  5.1291  -4.0115
H  0.8676  3.8855  -3.4817
H  0.3696  6.6300  -1.8945
H  1.5199  5.3828  -1.3614
H  0.1936  5.8719  -0.2968
C  -7.5868  -4.9449  -6.6366
C  -7.2779  -5.0942  -5.1664
O  -8.1483  -5.0463  -4.3297
C  -5.8312  -5.3001  -4.7883
H  -8.6560  -4.8015  -6.7706
H  -7.0563  -4.0832  -7.0441
H  -7.2755  -5.8401  -7.1766
H  -5.2381  -4.4453  -5.1189
H  -5.4421  -6.2070  -5.2537
H  -5.7548  -5.3901  -3.7084
C  1.0703  2.2702  3.0941
C  1.0768  2.7946  1.6798
O  1.6902  3.7932  1.3801
C  0.2927  2.0158  0.6569
H  1.6717  2.9194  3.7261
H  0.0492  2.2432  3.4771
H  1.4878  1.2619  3.1195
H  -0.7623  1.9827  0.9338
H  0.6837  0.9978  0.5853
H  0.3836  2.5011  -0.3077
C  6.7883  2.3028  1.7260
C  5.4451  1.6313  1.6855
O  5.1936  0.6598  2.3647
C  4.4136  2.2261  0.7602
H  7.4320  1.7795  2.4303
H  7.2496  2.2748  0.7385
H  6.6745  3.3393  2.0494
H  4.7734  2.2010  -0.2708
H  4.2052  3.2579  1.0422
H  3.4944  1.6499  0.8291
C  5.0948  4.2265  4.9791
C  6.5251  4.6530  4.7530
O  6.8926  5.0877  3.6873
C  7.4741  4.4996  5.9139
H  4.5196  4.3845  4.0692
H  5.0587  3.1689  5.2469
H  4.6534  4.8121  5.7867
H  7.5226  3.4501  6.2118
H  7.1376  5.0970  6.7621
H  8.4651  4.8348  5.6162
C  6.3599  -0.6685  -1.0443
C  7.2678  0.3301  -1.7218
O  8.1028  0.9468  -1.1043
C  7.0830  0.5230  -3.2078
H  6.5926  -0.7107  0.0174
H  5.3174  -0.3703  -1.1680
H  6.5069  -1.6577  -1.4799
H  6.0690  0.8676  -3.4168
H  7.2514  -0.4193  -3.7308
H  7.7926  1.2631  -3.5689
C  9.2294  0.9648  5.3819
C  9.4888  0.9197  6.8678
O  8.5885  1.0008  7.6680
C  10.9264  0.7734  7.3058
H  8.1610  1.0702  5.2067
H  9.7508  1.8154  4.9391
H  9.5748  0.0447  4.9091
H  11.5174  1.6118  6.9345
H  11.3440  -0.1551  6.9142
H  10.9746  0.7561  8.3916

Charge: 0

Mulliken atomic charge list, values in e, 99 entries: C -1.174; C 0.989; O -0.545; O -0.315; C -0.893; C -0.300; O -0.228; S 0.487; O -0.557; O -0.151; C -1.108; C 0.293; C -1.237; Br -0.149; H 0.356; H 0.157; H 0.402; H 0.293; H 0.455; H 0.236; H 0.692; H 0.447; H 0.448; H 0.355; H 0.332; H 0.365; H 0.357; C -0.588; C 0.809; O -0.599; C -1.157; H -0.009; H 0.074; H 0.542; H 0.267; H 0.335; H 0.332; C -1.202; C 0.952; O -0.568; C -1.157; H 0.300; H 0.332; H 0.364; H 0.309; H 0.401; H 0.267; C -1.165; C 0.963; O -0.499; C -1.214; H 0.232; H 0.371; H 0.344; H 0.443; H 0.287; H 0.263; C -1.177; C 0.856; O -0.548; C -0.762; H 0.320; H 0.319; H 0.335; H 0.284; H 0.406; H -0.011; C -1.248; C 0.866; O -0.533; C -0.963; H 0.260; H 0.403; H 0.326; H 0.506; H 0.348; H 0.026; C -0.629; C 0.939; O -0.635; C -0.956; H 0.056; H 0.184; H 0.186; H 0.314; H 0.435; H 0.023; C -1.043; C 0.882; O -0.584; C -1.026; H 0.186; H 0.316; H 0.473; H 0.122; H 0.373; H 0.304; C -1.084; C 0.933

=====

# C34H67FNO7

A cluster of 8 separate species, C34H67FNO7 in total (ωB97M-V/def2-TZVPD, OMol25).

Positions of all 110 atoms, in Å:
F  -3.5476  -2.2232  -2.3924
C  -2.1050  -2.5183  -2.0553
C  -1.1596  -1.5520  -2.9846
C  -0.1168  -0.5957  -2.1572
C  -0.9113  0.3259  -1.0505
N  -0.6026  -0.2006  0.1808
C  0.3649  -1.3997  0.2502
C  1.0632  -1.2557  -1.2314
H  -1.8303  -3.6462  -2.3206
H  -1.9817  -2.3734  -0.9006
H  -0.5973  -2.2032  -3.7797
H  -1.8871  -0.8123  -3.5754
H  0.4944  -0.0617  -3.0181
H  -1.5813  1.2355  -1.3751
H  -1.0166  0.2043  1.0620
H  -0.1460  -2.4779  0.2751
H  1.0903  -1.1532  1.1347
H  1.7105  -2.1438  -1.6330
H  1.8126  -0.3463  -1.0672
C  -3.8767  -1.8648  3.9237
C  -2.5496  -2.5785  3.9053
C  -1.6470  -1.5524  3.2556
O  -2.1638  -0.2615  3.6073
C  -3.4630  -0.4340  4.1901
H  -4.5741  -2.2529  4.6703
H  -4.3518  -1.9392  2.9383
H  -2.2179  -2.7710  4.9324
H  -2.5695  -3.5302  3.3683
H  -1.6713  -1.6361  2.1639
H  -0.6086  -1.6366  3.5890
H  -3.3753  -0.2401  5.2647
H  -4.1592  0.2914  3.7603
C  -6.0994  1.5001  -5.4594
C  -5.8969  0.9242  -4.0817
C  -4.6993  0.0227  -4.2880
O  -3.9083  0.6131  -5.3286
C  -4.6766  1.6520  -5.9512
H  -6.6551  2.4411  -5.4651
H  -6.6371  0.7798  -6.0874
H  -5.6441  1.7261  -3.3781
H  -6.7697  0.3922  -3.6947
H  -5.0049  -0.9735  -4.6249
H  -4.0950  -0.0854  -3.3826
H  -4.2508  2.6129  -5.6425
H  -4.5970  1.5683  -7.0386
C  2.2863  3.8639  -1.4635
C  2.0731  4.2627  -2.9010
C  0.7791  3.5542  -3.2378
O  0.0190  3.4768  -2.0239
C  0.8712  3.8391  -0.9286
H  2.9390  4.5443  -0.9108
H  2.7208  2.8582  -1.4179
H  1.9331  5.3481  -2.9678
H  2.8972  3.9829  -3.5620
H  0.9640  2.5312  -3.5821
H  0.1998  4.0803  -4.0020
H  0.5621  4.8301  -0.5788
H  0.7440  3.1248  -0.1105
C  -1.3996  -7.5799  5.2355
C  -0.3120  -7.1857  6.2012
C  -0.1837  -5.7000  5.9446
O  -1.4791  -5.2338  5.5422
C  -2.3097  -6.3717  5.2733
H  -1.9112  -8.5075  5.5044
H  -0.9781  -7.6990  4.2303
H  -0.6488  -7.3594  7.2300
H  0.6258  -7.7269  6.0524
H  0.5139  -5.4968  5.1253
H  0.1473  -5.1488  6.8295
H  -3.0405  -6.4511  6.0855
H  -2.8476  -6.2217  4.3332
C  0.2288  6.3984  4.2420
C  -0.8006  5.7296  3.3679
C  -0.1307  5.7576  2.0114
O  1.2830  5.6907  2.2439
C  1.5254  5.9003  3.6419
H  0.1291  6.1557  5.3029
H  0.1593  7.4871  4.1307
H  -0.9446  4.6922  3.6921
H  -1.7733  6.2279  3.3738
H  -0.3387  6.6950  1.4847
H  -0.4390  4.9236  1.3744
H  1.8205  4.9395  4.0774
H  2.3476  6.6094  3.7714
C  7.0038  4.6607  -3.9950
C  6.7906  5.0595  -5.4325
C  5.4966  4.3510  -5.7693
O  4.7365  4.2736  -4.5554
C  5.5887  4.6359  -3.4601
H  7.6565  5.3411  -3.4423
H  7.4383  3.6550  -3.9494
H  6.6506  6.1449  -5.4993
H  7.6148  4.7797  -6.0935
H  5.6815  3.3280  -6.1136
H  4.9173  4.8771  -6.5335
H  5.2796  5.6269  -3.1103
H  5.4615  3.9216  -2.6420
C  1.5973  -6.1253  1.6108
C  2.6881  -6.2893  0.5841
C  2.7047  -4.9299  -0.0803
O  2.3038  -3.9762  0.9130
C  1.7845  -4.6880  2.0448
H  1.6646  -6.8333  2.4406
H  0.6174  -6.2471  1.1339
H  3.6455  -6.4714  1.0863
H  2.5103  -7.1062  -0.1198
H  1.9825  -4.8803  -0.9021
H  3.6927  -4.6648  -0.4677
H  2.5191  -4.6105  2.8537
H  0.8511  -4.2242  2.3755

Charge: +1

Mulliken atomic charge list, values in e, 99 entries: F -0.323; C 0.051; C -0.423; C 0.168; C -0.219; N 0.160; C -0.290; C -0.658; H 0.251; H -0.062; H 0.459; H 0.080; H 0.245; H 0.278; H 0.267; H 0.079; H 0.353; H 0.319; H 0.218; C -0.718; C -0.168; C 0.602; O -0.484; C -0.490; H 0.363; H 0.272; H 0.156; H 0.200; H -0.636; H 0.318; H 0.287; H 0.313; C -0.546; C -0.602; C -0.008; O -0.391; C -0.462; H 0.344; H 0.255; H 0.275; H 0.355; H 0.229; H -0.001; H 0.261; H 0.270; C -0.571; C -0.154; C -0.483; O -0.424; C 0.003; H 0.398; H 0.196; H 0.210; H 0.160; H 0.212; H 0.296; H -0.042; H 0.299; C -0.461; C -0.535; C -0.199; O -0.302; C -0.434; H 0.343; H 0.181; H 0.268; H 0.331; H -0.027; H 0.298; H 0.282; H 0.265; C -0.546; C -0.533; C -0.144; O -0.353; C -0.445; H 0.331; H 0.263; H 0.194; H 0.369; H 0.266; H 0.088; H 0.273; H 0.263; C -0.554; C -0.549; C -0.508; O -0.405; C -0.334; H 0.344; H 0.277; H 0.262; H 0.335; H 0.283; H 0.283; H 0.250; H 0.226; C -0.507; C -0.611

=====

| no. | E_LUMO (eV) |
| --- | --- |
| 1 | -3.0 |
| 2 | 0.4 |
| 3 | -4.1 |